1.
Computed, not measured: a molecular structure, C6H27B3NSn at a distorted geometry, with ωB97M-V with the def2-TZVPD basis set.

Last column: natural (NBO) charge in e.
Positions of all 38 atoms, in Å:
Sn1 0.90 1.63 -0.75  1.42
B1 -1.04 0.29 -2.68  -0.83
H1 -0.82 1.23 -3.35  -0.01
H2 -1.46 0.62 -1.60  -0.06
H3 -1.84 -0.42 -3.19  0.03
H4 -0.03 -0.30 -2.51  0.01
B2 2.48 -0.79 -1.08  -0.82
H5 2.22 -0.58 0.08  -0.05
H6 1.54 -1.26 -1.61  0.00
H7 2.79 0.23 -1.63  0.02
H8 3.41 -1.52 -1.17  0.04
B3 2.35 2.20 -3.41  -0.71
H9 2.31 2.82 -4.42  -0.01
H10 2.67 2.93 -2.49  -0.06
H11 1.31 1.64 -3.18  -0.03
H12 3.22 1.41 -3.48  -0.01
C1 -1.40 -2.61 1.03  -0.63
C2 -0.77 -1.33 0.45  -0.28
N1 -0.53 -0.22 1.38  -0.46
C3 0.31 -0.66 2.48  -0.22
C4 0.92 0.47 3.31  -0.61
C5 -1.79 0.37 1.82  -0.22
C6 -2.57 1.06 0.71  -0.60
H13 -0.78 -2.95 1.87  0.19
H14 -1.39 -3.41 0.29  0.22
H15 -2.40 -2.39 1.39  0.19
H16 0.18 -1.61 -0.02  0.25
H17 -1.28 -1.02 -0.47  0.25
H18 -0.27 -1.30 3.17  0.16
H19 1.12 -1.30 2.13  0.22
H20 0.16 0.90 3.97  0.19
H21 1.70 0.08 3.96  0.21
H22 1.32 1.28 2.70  0.21
H23 -1.60 1.07 2.63  0.19
H24 -2.47 -0.37 2.28  0.16
H25 -3.01 0.37 0.00  0.23
H26 -1.98 1.85 0.27  0.20
H27 -3.43 1.59 1.14  0.20

The HOMO energy is -5.70 eV. As for the HOMO-LUMO gap: 0.283 Eh. The calculation puts the energy relative to the best compared isomer or geometry (same formula, charge and spin) at 0.00 kcal per mole. As for the charge: -1. Its energy is -588.2183 hartree.


2.
Computed, not measured: a gas-phase ion, C4H7O2S (charge -1) at a distorted geometry, with ωB97M-V with the def2-TZVPD basis set.

Last column: natural (NBO) charge in e.
Positions of all 14 atoms, in Å:
O1 1.27 0.49 3.03  -0.78
C1 0.27 0.06 2.41  0.76
O2 -0.73 -0.69 2.66  -0.80
C2 0.44 0.41 0.93  -0.48
C3 -0.68 -0.28 -0.06  -0.43
C4 0.08 0.09 -1.42  -0.46
S1 -0.78 -1.02 -2.68  -0.15
H1 1.43 0.26 0.78  0.20
H2 0.25 1.62 0.96  0.18
H3 -0.69 -1.31 0.17  0.22
H4 -1.53 0.23 0.28  0.23
H5 -0.37 1.16 -1.67  0.22
H6 1.09 -0.10 -1.49  0.21
H7 -0.06 -0.92 -3.88  0.10

The HOMO energy is -3.91 eV. As for the HOMO-LUMO gap: 0.253 Eh. The calculation puts the energy relative to the best compared isomer or geometry (same formula, charge and spin) at 37.82 kcal per mole. As for the SMILES: O=C([O-])CCCS. As for the charge: -1. Its energy is -705.2802 hartree.


3.
Computed, not measured: a molecular structure, C26H46BiO2P2 at a distorted geometry, with ωB97M-V with the def2-TZVPD basis set.

Last column: Löwdin charge in e.
Positions of all 77 atoms, in Å:
Bi1 -0.28 0.39 -0.89  1.42
C1 -0.62 -2.66 1.47  -0.26
C2 0.73 -2.76 1.03  -0.30
C3 0.64 -1.21 2.73  -0.26
C4 -0.67 -1.70 2.52  -0.26
C5 1.51 -1.86 1.81  -0.26
C6 -1.77 -3.43 0.96  -0.08
H1 -1.53 -3.92 0.01  0.06
H2 -2.65 -2.78 0.80  0.07
H3 -2.08 -4.21 1.68  0.09
C7 -1.87 -1.28 3.26  -0.07
H4 -2.78 -1.66 2.79  0.06
H5 -1.95 -0.18 3.31  0.07
H6 -1.84 -1.65 4.29  0.08
C8 1.02 -0.20 3.74  -0.06
H7 0.87 -0.60 4.76  0.09
H8 0.41 0.71 3.65  0.07
H9 2.07 0.07 3.63  0.06
C9 2.96 -1.64 1.71  -0.08
H10 3.50 -2.17 2.52  0.09
H11 3.21 -0.57 1.80  0.06
H12 3.35 -2.01 0.75  0.06
C10 1.24 -3.62 -0.06  -0.08
H13 1.69 -4.54 0.34  0.08
H14 2.01 -3.09 -0.64  0.06
H15 0.43 -3.91 -0.74  0.06
C11 -1.95 1.24 -6.45  -0.15
C12 -1.99 -0.11 -6.42  -0.14
C13 -1.19 -1.01 -7.32  -0.17
C14 0.28 -0.58 -7.58  -0.17
C15 0.99 0.03 -6.41  -0.11
C16 1.11 1.36 -6.24  -0.15
C17 0.33 2.39 -7.04  -0.17
C18 -1.13 2.03 -7.42  -0.17
H16 -1.71 -1.09 -8.29  0.13
H17 0.30 0.11 -8.43  0.11
H18 -1.19 -2.02 -6.91  0.11
H19 -1.12 1.53 -8.40  0.11
H20 -2.63 1.83 -5.82  0.08
H21 -2.76 -0.61 -5.82  0.11
H22 -1.67 2.99 -7.57  0.12
H23 0.32 3.34 -6.48  0.11
H24 1.89 1.77 -5.57  0.09
H25 0.88 2.62 -7.98  0.13
H26 0.84 -1.48 -7.90  0.12
H27 1.54 -0.67 -5.77  0.11
P1 -1.58 0.82 -3.03  0.74
P2 1.41 2.00 -2.10  0.73
C19 -0.72 2.12 -3.99  -0.38
C20 0.45 2.90 -3.36  -0.35
H28 -1.50 2.81 -4.35  0.10
H29 -0.37 1.56 -4.86  0.02
H30 1.13 3.21 -4.17  0.08
H31 0.03 3.81 -2.91  0.11
C21 2.22 3.17 -0.98  -0.21
H32 3.08 2.66 -0.52  0.07
H33 1.52 3.49 -0.19  0.04
H34 2.57 4.03 -1.55  0.07
C22 2.72 0.92 -2.74  -0.24
H35 3.37 1.49 -3.42  0.06
H36 2.30 0.05 -3.27  0.04
H37 3.31 0.57 -1.88  0.07
C23 -3.35 1.00 -3.14  -0.20
H38 -3.83 0.03 -2.95  0.08
H39 -3.63 1.37 -4.14  0.05
H40 -3.65 1.72 -2.36  0.05
C24 -1.11 -0.87 -3.58  -0.28
H41 -0.17 -1.21 -3.10  0.01
H42 -0.95 -0.90 -4.67  0.01
H43 -1.92 -1.57 -3.30  0.08
C25 -1.28 4.10 1.26  -0.02
O1 -0.61 3.03 0.56  -0.18
C26 -1.36 2.32 -0.32  -0.70
O2 -2.49 2.63 -0.66  -0.01
H44 -2.06 3.71 1.94  0.11
H45 -1.72 4.81 0.55  0.10
H46 -0.48 4.57 1.84  0.10

The HOMO energy (alpha / beta) is -7.60 / -7.60 eV. As for the HOMO-LUMO gap (alpha / beta): 0.146 / 0.146 Eh. The calculation puts the energy relative to the best compared isomer or geometry (same formula, charge and spin) at 0.00 kcal per mole. As for the charge: +1. Its energy is -2065.6734 hartree.


4.
Computed, not measured: 2 unconnected molecules or ions with the total composition C4H10N2O at a distorted geometry, with ωB97M-V with the def2-TZVPD basis set.

Last column: natural (NBO) charge in e.
Positions of all 17 atoms, in Å:
C1 -0.98 1.57 -0.69  -0.72
C2 0.01 1.10 0.34  0.68
O1 -0.20 1.10 1.55  -0.61
N1 1.30 0.75 -0.20  -0.50
N2 2.39 0.73 0.70  -0.64
H1 -1.86 0.93 -0.64  0.25
H2 -1.26 2.60 -0.47  0.25
H3 -0.57 1.51 -1.70  0.21
H4 1.52 1.07 -1.14  0.38
H5 2.53 -0.24 0.99  0.35
H6 2.09 1.20 1.56  0.37
C3 -0.50 -1.80 -0.56  -0.42
C4 -1.16 -2.36 0.46  -0.39
H7 -0.91 -1.85 -1.57  0.19
H8 0.49 -1.21 -0.43  0.22
H9 -2.14 -2.81 0.33  0.19
H10 -0.77 -2.30 1.47  0.20

The HOMO energy is -9.57 eV. As for the HOMO-LUMO gap: 0.387 Eh. The calculation puts the energy relative to the best compared isomer or geometry (same formula, charge and spin) at 62.34 kcal per mole. As for the SMILES: CC(=O)NN.C=C. Its energy is -343.1021 hartree.